# C3H7N2O2

The ion C3H7N2O2 with charge +1 in a non-equilibrium geometry (ωB97M-V with the def2-TZVPD basis set, OMol25).

Calculated values
SMILES = [NH2+]=CNC=C(O)O
Energy relative to the best compared isomer or geometry (same formula, charge and spin) = 0.731 eV
Molar mass = 103.101 g/mol
Gap between HOMO and LUMO = 9.8 eV
Highest occupied orbital energy = -13.201 eV
Charge = +1

Structure (XYZ):
```
14
C3H7N2O2 | OMol25 | ωB97M-V with the def2-TZVPD basis set
N 1.7270 -1.5897 0.0896
C 1.8601 -0.3026 0.1816
N 0.8983 0.5723 0.3891
C -0.5325 0.4442 0.6379
C -1.4698 0.6025 -0.3183
O -2.7568 0.6450 -0.1137
O -1.1570 0.4888 -1.5985
H 0.7616 -1.9309 0.3052
H 2.4775 -2.1643 -0.4685
H 2.7549 0.2772 -0.0380
H 1.0811 1.5629 0.5303
H -0.8347 0.6297 1.7284
H -3.0383 0.6778 0.8917
H -1.7712 0.0871 -2.2169
```

# C3H7N2O2

A structure of composition C3H7N2O2 in a non-equilibrium geometry (ωB97M-V with the def2-TZVPD basis set, OMol25).

Calculated values
Energy relative to the best compared isomer or geometry (same formula, charge and spin) = 3.288 eV
Molar mass = 103.101 g/mol
Gap between HOMO and LUMO = 10.0 eV
Highest occupied orbital energy = -13.597 eV
Charge = +1

Structure (XYZ):
```
14
C3H7N2O2 | OMol25 | ωB97M-V with the def2-TZVPD basis set
C -0.0510 0.2811 -0.1034
C -0.5381 2.1736 0.0258
C 0.2332 -2.0352 -0.1618
N 0.1546 1.2239 0.8513
N -0.8243 1.0330 -0.8556
O 1.5209 -1.9397 0.1413
O -0.5602 -2.4784 0.7110
H -1.4780 2.4424 0.5166
H 0.0741 2.9335 -0.4989
H 0.0381 -1.9537 -1.2139
H 1.0810 1.3392 1.3907
H -1.3630 0.9792 -1.7319
H 1.8874 -1.5286 -0.6154
H -0.1746 -2.4700 1.5440
```

- The lowest gap between HOMO and LUMO belongs to which entry?
  number 1